(1)
The following is a DFT calculation (wB97M-V/def2-TZVPD) of 3 unconnected molecules or ions with the total composition C23H47N6O4.

Values from the calculation:
Net charge: +1
Kohn-Sham gap (alpha / beta) in eV: 6.43 / 7.04
E in eV: -41725.9099
Multiplicity: 3

Geometry (Å):
C (1.1964, -1.1451, -1.8527)
C (1.8476, -2.6162, -2.2376)
O (3.1736, -2.8594, -1.6316)
C (0.7940, -3.7492, -1.6723)
O (1.1504, -5.0453, -2.2708)
N (0.9198, -5.0426, -3.5964)
N (-0.2235, -4.8276, -4.3500)
C (0.1789, -4.9932, -5.8291)
N (1.6662, -5.3339, -5.9941)
C (2.0683, -5.3370, -4.5359)
N (3.3809, -5.5816, -4.1320)
H (1.8259, -0.6845, -0.9802)
H (1.1692, -0.5025, -2.8339)
H (0.0763, -1.2968, -1.4709)
H (1.9922, -2.6305, -3.4035)
H (3.1948, -3.7507, -1.1598)
H (-0.3309, -3.4792, -1.9121)
H (0.8681, -3.8278, -0.4960)
H (-1.1586, -4.5903, -3.9523)
H (-0.5073, -4.8604, -6.7947)
H (3.5772, -6.2594, -3.3523)
H (4.1241, -5.0692, -4.6785)
C (1.7019, 2.5825, 3.3419)
C (2.1046, 1.2771, 2.5996)
C (2.6165, 0.2480, 3.6397)
C (3.9887, 0.6137, 4.2046)
C (5.0046, 0.8463, 3.0914)
C (4.5249, 1.8212, 1.9824)
N (3.1200, 1.5573, 1.5282)
O (3.1570, 0.4352, 0.6776)
C (4.6356, 3.2900, 2.4703)
C (5.5648, 1.7551, 0.8118)
C (0.7470, 0.7846, 1.9995)
H (0.7327, 2.4694, 3.8440)
H (2.3944, 2.8663, 4.1360)
H (1.6036, 3.4239, 2.6472)
H (2.6771, -0.7515, 3.1869)
H (1.9031, 0.1599, 4.4694)
H (3.9218, 1.5012, 4.8422)
H (4.3414, -0.1965, 4.8538)
H (5.9390, 1.2122, 3.5355)
H (5.2442, -0.1294, 2.6474)
H (4.1968, 3.9791, 1.7387)
H (5.6808, 3.5846, 2.6059)
H (4.1577, 3.4680, 3.4323)
H (5.7193, 0.7342, 0.4438)
H (6.5496, 2.1118, 1.1387)
H (5.2532, 2.3816, -0.0327)
H (0.3352, 1.5263, 1.3041)
H (0.0031, 0.6254, 2.7910)
H (0.8306, -0.1712, 1.4691)
C (-6.0326, 0.7432, 1.1071)
C (-4.6148, 1.3812, 1.0950)
C (-4.7459, 2.8843, 0.7396)
C (-5.1044, 3.1137, -0.7282)
C (-4.1317, 2.3954, -1.6574)
C (-3.9082, 0.8978, -1.3137)
N (-3.7025, 0.6502, 0.1513)
O (-2.3821, 1.0307, 0.4607)
C (-5.1051, 0.0454, -1.8118)
C (-2.7153, 0.3839, -2.1904)
C (-4.1533, 1.2327, 2.5819)
H (-6.5776, 1.0069, 2.0224)
H (-6.6742, 1.0858, 0.2937)
H (-5.9796, -0.3506, 1.0729)
H (-3.8060, 3.4097, 0.9588)
H (-5.5098, 3.3582, 1.3698)
H (-6.1290, 2.7867, -0.9331)
H (-5.0838, 4.1888, -0.9429)
H (-4.4894, 2.4949, -2.6900)
H (-3.1734, 2.9306, -1.6177)
H (-5.0103, -0.9947, -1.4774)
H (-5.1532, 0.0308, -2.9050)
H (-6.0740, 0.4193, -1.4845)
H (-1.8100, 0.9895, -2.0653)
H (-2.9635, 0.4271, -3.2584)
H (-2.4675, -0.6579, -1.9535)
H (-4.1112, 0.1763, 2.8743)
H (-4.8530, 1.7358, 3.2619)
H (-3.1714, 1.6801, 2.7761)

(2)
The following is a DFT calculation (wB97M-V/def2-TZVPD) of 7 unconnected molecules or ions with the total composition C23H48BO21.

Values from the calculation:
Net charge: -1
Kohn-Sham gap in eV: 6.28
E in eV: -68306.7804

Geometry (Å):
C (-0.1526, 5.8837, -0.1039)
C (-0.6696, 5.6951, -1.5363)
C (-1.7534, 4.6069, -1.7065)
O (-2.9023, 5.1004, -2.3391)
B (-3.8849, 5.6509, -1.4369)
O (-4.9031, 4.6470, -0.9735)
C (-5.8077, 5.4744, -0.2965)
C (-5.7234, 6.8545, -1.0349)
O (-4.7569, 6.6916, -2.0355)
H (-0.9300, 5.6539, 0.6237)
H (0.7298, 5.2731, 0.1014)
H (0.1501, 6.9221, 0.0481)
H (-1.1304, 6.6222, -1.8720)
H (0.1753, 5.4860, -2.1976)
H (-1.3649, 3.7849, -2.3218)
H (-1.9992, 4.1813, -0.7234)
H (-3.3357, 6.1498, -0.4026)
H (-6.8126, 5.0349, -0.3186)
H (-5.5083, 5.6057, 0.7549)
H (-6.6798, 7.1570, -1.4787)
H (-5.4138, 7.6292, -0.3153)
C (-4.3328, 1.4559, 0.3399)
O (-3.6546, 2.1438, 1.4043)
C (-3.2114, 1.3686, 2.3710)
O (-3.3879, 0.1708, 2.4683)
O (-2.5265, 2.1061, 3.2441)
C (-1.9128, 1.3615, 4.3002)
H (-4.6171, 2.2272, -0.3734)
H (-3.6459, 0.7418, -0.1134)
H (-5.2075, 0.9331, 0.7227)
H (-1.1820, 0.6586, 3.9006)
H (-2.6605, 0.8172, 4.8745)
H (-1.4189, 2.0940, 4.9312)
C (-2.7313, -2.4307, 4.5981)
O (-2.0008, -1.8445, 5.6869)
C (-1.5214, -2.7061, 6.5720)
O (-1.6484, -3.9043, 6.5449)
O (-0.8652, -2.0210, 7.5138)
C (-0.2908, -2.8351, 8.5379)
H (-3.0421, -1.5971, 3.9748)
H (-2.0873, -3.1078, 4.0386)
H (-3.5944, -2.9761, 4.9753)
H (0.4333, -3.5293, 8.1147)
H (-1.0634, -3.3961, 9.0609)
H (0.2002, -2.1445, 9.2168)
C (-1.4574, -1.5959, 0.8285)
O (-0.3554, -2.5047, 0.6417)
C (0.6450, -2.3264, 1.4943)
O (0.7009, -1.4968, 2.3644)
O (1.5966, -3.2279, 1.2204)
C (2.7452, -3.1356, 2.0653)
H (-2.1845, -1.8539, 0.0652)
H (-1.8917, -1.7156, 1.8157)
H (-1.1265, -0.5675, 0.7011)
H (2.4728, -3.2892, 3.1081)
H (3.2212, -2.1621, 1.9584)
H (3.4234, -3.9195, 1.7418)
C (3.9732, 2.0236, 0.7702)
O (4.1164, 3.1873, -0.0477)
C (5.2170, 3.8938, 0.1878)
O (6.0721, 3.6267, 0.9945)
O (5.2183, 4.9508, -0.6228)
C (6.3469, 5.8136, -0.4686)
H (3.0322, 1.5690, 0.4760)
H (4.7969, 1.3327, 0.5972)
H (3.9378, 2.2970, 1.8230)
H (7.2708, 5.2777, -0.6799)
H (6.3856, 6.2155, 0.5423)
H (6.1995, 6.6136, -1.1874)
C (-1.1311, -2.9222, -6.0886)
O (-0.2701, -2.2460, -5.1684)
C (0.1259, -2.9834, -4.1341)
O (-0.1735, -4.1385, -3.9440)
O (0.8977, -2.2383, -3.3560)
C (1.4249, -2.9090, -2.2037)
H (-1.3609, -2.1924, -6.8583)
H (-0.6268, -3.7849, -6.5208)
H (-2.0428, -3.2467, -5.5906)
H (2.0678, -3.7356, -2.5041)
H (0.6236, -3.2683, -1.5638)
H (2.0103, -2.1640, -1.6738)
C (1.7465, -6.5887, -4.2215)
O (3.1633, -6.3493, -4.1817)
C (3.8976, -7.2364, -4.8392)
O (3.4889, -8.1935, -5.4460)
O (5.1837, -6.8918, -4.7180)
C (6.0911, -7.7694, -5.3883)
H (1.2880, -5.7869, -3.6559)
H (1.3860, -6.5644, -5.2479)
H (1.5162, -7.5556, -3.7775)
H (5.8866, -7.7889, -6.4574)
H (6.0136, -8.7793, -4.9892)
H (7.0804, -7.3634, -5.2004)

(3)
The following is a DFT calculation (wB97M-V/def2-TZVPD) of a molecular structure, C23H48Br18N2O4STa.

Values from the calculation:
Net charge: -1
Kohn-Sham gap in eV: 7.66
E in eV: -1308949.6057

Geometry (Å):
N (1.3550, 4.4432, 2.7251)
C (0.5200, 3.6929, 2.3945)
O (-0.5948, 3.3002, 1.9016)
Ta (-0.3922, 2.3827, -0.0159)
C (-0.2812, 1.3328, -2.0078)
C (1.1491, 1.0890, -2.5447)
C (1.7181, 2.3007, -3.2323)
N (2.9696, 2.7511, -2.7613)
O (1.1492, 2.8774, -4.1255)
C (0.2419, 4.4389, -0.8868)
S (-1.0139, 5.2793, -1.7860)
O (-0.8873, 6.7146, -1.6804)
O (-1.0750, 4.8271, -3.1521)
H (1.3886, 1.9268, 0.3583)
H (-0.8767, 0.8049, 0.7321)
H (-2.1557, 2.8342, -0.4040)
H (-0.7107, 0.3360, -1.8895)
H (-0.9144, 1.8322, -2.7394)
H (1.7771, 0.8035, -1.7146)
H (1.1359, 0.2725, -3.2622)
H (2.9854, 3.7469, -2.9482)
H (2.9643, 2.6441, -1.7515)
H (0.4364, 5.0821, -0.0265)
H (1.1644, 4.4281, -1.4538)
H (-2.1591, 4.9086, -1.1597)
Br (6.7250, 1.7319, -4.2796)
C (6.3484, -0.1749, -4.2091)
C (4.8983, -0.4383, -3.9035)
Br (4.4944, -0.1440, -2.0285)
H (7.0199, -0.6025, -3.4722)
H (6.6046, -0.5557, -5.1956)
H (4.6523, -1.4818, -4.0896)
H (4.2266, 0.1986, -4.4714)
Br (1.4142, -2.7800, -1.2186)
C (-0.0432, -3.7940, -0.4143)
C (-1.3085, -2.9825, -0.3574)
Br (-1.2370, -1.6558, 1.0665)
H (0.2972, -4.1117, 0.5637)
H (-0.1738, -4.6667, -1.0521)
H (-2.1596, -3.6197, -0.1241)
H (-1.5046, -2.4424, -1.2786)
Br (7.7076, 5.2447, -3.3826)
C (7.7925, 6.5108, -4.8552)
C (6.9963, 6.0349, -6.0405)
Br (7.9312, 4.6314, -7.0121)
H (8.8421, 6.6595, -5.0848)
H (7.3738, 7.4348, -4.4627)
H (6.8636, 6.8408, -6.7586)
H (6.0268, 5.6345, -5.7632)
Br (-4.5164, 4.1992, -2.7496)
C (-4.3434, 5.4599, -4.2158)
C (-5.0337, 4.9671, -5.4592)
Br (-4.0085, 3.5759, -6.3536)
H (-3.2778, 5.6265, -4.3537)
H (-4.8103, 6.3771, -3.8632)
H (-5.1214, 5.7704, -6.1876)
H (-6.0158, 4.5520, -5.2587)
Br (1.1431, -3.2836, 4.3257)
C (1.6310, -1.6205, 5.2109)
C (0.9050, -0.4498, 4.6099)
Br (1.6453, 0.0856, 2.8983)
H (2.7106, -1.5364, 5.1467)
H (1.3372, -1.7512, 6.2507)
H (1.0045, 0.4236, 5.2510)
H (-0.1480, -0.6545, 4.4391)
Br (1.1176, -7.8443, -0.6635)
C (0.1363, -8.5539, 0.8602)
C (-0.9021, -7.5805, 1.3479)
Br (-0.0964, -6.1283, 2.3564)
H (0.8699, -8.8032, 1.6191)
H (-0.3361, -9.4649, 0.4996)
H (-1.5879, -8.0651, 2.0395)
H (-1.4640, -7.1297, 0.5402)
Br (-4.1290, -4.4716, 4.3072)
C (-3.8862, -3.3842, 2.7135)
C (-4.5734, -3.9655, 1.5110)
Br (-3.5996, -5.4916, 0.7862)
H (-2.8135, -3.2780, 2.5776)
H (-4.3150, -2.4161, 2.9554)
H (-4.5971, -3.2293, 0.7102)
H (-5.5810, -4.3129, 1.7123)
Br (-6.1207, -1.1227, 1.8916)
C (-6.0138, 0.1451, 3.3664)
C (-4.6332, 0.7257, 3.5070)
Br (-3.4004, -0.5338, 4.3308)
H (-6.3426, -0.3809, 4.2564)
H (-6.7300, 0.9259, 3.1213)
H (-4.6503, 1.5848, 4.1733)
H (-4.1946, 1.0156, 2.5569)
Br (-1.1580, -2.3919, 7.0903)
C (-0.1760, -4.0423, 7.4141)
C (-0.7639, -5.1979, 6.6516)
Br (-2.4083, -5.8318, 7.4796)
H (-0.1792, -4.2010, 8.4872)
H (0.8397, -3.8455, 7.0774)
H (-0.0858, -6.0480, 6.6632)
H (-1.0087, -4.9455, 5.6240)

(4)
The following is a DFT calculation (wB97M-V/def2-TZVPD) of a molecular structure, C23H48Br2F2N3O18P.

Values from the calculation:
Net charge: 0
Kohn-Sham gap in eV: 8.86
E in eV: -220754.8506

Geometry (Å):
C (4.2714, 3.0765, 2.0933)
C (3.2594, 2.4494, 2.0718)
C (2.0172, 1.6983, 2.0266)
C (1.2295, 1.8828, 0.7125)
F (-0.1112, 1.8405, 1.0198)
C (1.5551, 0.7754, -0.2800)
O (0.8475, -0.3647, 0.1457)
O (0.8739, -1.2689, -0.9942)
O (1.5231, 3.0722, 0.0252)
C (0.6917, 4.2137, -0.1141)
C (1.7204, 5.3441, -0.4371)
N (2.5246, 5.8092, 0.6711)
C (0.0030, 4.7804, 1.1261)
O (-0.6591, 5.7713, 1.0329)
N (0.3755, 4.2465, 2.4168)
C (-0.6376, 3.8146, 3.2584)
O (-1.6270, 3.2384, 3.0061)
F (-0.2539, 4.1129, 4.5261)
C (-0.3253, 4.1729, -1.2802)
O (0.2635, 4.3290, -2.5896)
C (0.8576, 3.4835, -3.4768)
Br (2.7453, 3.0359, -3.0531)
Br (-0.0596, 1.7635, -3.6881)
C (0.8404, 4.1675, -4.8326)
C (1.7576, 5.3522, -4.9454)
O (2.6920, 5.3973, -5.6844)
O (1.3860, 6.4091, -4.1660)
P (-1.8232, 3.0714, -1.1538)
N (-2.9032, 3.5214, -0.1311)
H (5.1991, 3.6032, 2.1260)
H (2.2466, 0.6385, 2.1299)
H (1.3834, 1.9516, 2.8650)
H (2.6338, 0.6008, -0.2611)
H (1.2841, 1.0454, -1.2901)
H (-0.0568, -1.5016, -1.1779)
H (1.1567, 6.1795, -0.8356)
H (2.3818, 4.9465, -1.1932)
H (2.8566, 5.0781, 1.2842)
H (2.1180, 6.5818, 1.1733)
H (0.9469, 4.9351, 2.8942)
H (-0.8229, 5.1340, -1.1660)
H (-0.1911, 4.4648, -5.0005)
H (1.1345, 3.4505, -5.5879)
H (2.0968, 6.6143, -3.5445)
H (-1.3513, 1.7637, -1.0233)
H (-2.2622, 3.0878, -2.4802)
H (-2.6789, 4.3270, 0.4339)
C (-1.2782, -2.6686, 3.0493)
C (-0.8658, -1.2318, 3.2208)
O (0.5338, -1.0867, 3.0086)
O (-0.5545, -3.5190, 3.9321)
H (-2.3344, -2.7885, 3.2697)
H (-1.1098, -2.9807, 2.0120)
H (-1.0426, -0.9152, 4.2493)
H (-1.4346, -0.5778, 2.5521)
H (0.7221, -1.2046, 2.0658)
H (0.3498, -3.1809, 3.9417)
C (-3.1921, -6.5300, -0.4726)
C (-3.9198, -7.0298, 0.7547)
O (-5.2353, -6.4776, 0.8102)
O (-3.1386, -5.1100, -0.4836)
H (-2.1658, -6.8982, -0.4831)
H (-3.7016, -6.8919, -1.3773)
H (-3.4143, -6.6777, 1.6528)
H (-3.9467, -8.1231, 0.7744)
H (-5.7687, -6.8865, 0.1214)
H (-3.9943, -4.8102, -0.1501)
C (3.4834, -3.1696, -4.9258)
C (4.4467, -2.0109, -5.0735)
O (3.8309, -0.8024, -4.6519)
O (2.2730, -2.9045, -5.6151)
H (3.9190, -4.0790, -5.3402)
H (3.2691, -3.3413, -3.8606)
H (4.6850, -1.8543, -6.1248)
H (5.3745, -2.2091, -4.5271)
H (3.6808, -0.8439, -3.7031)
H (2.0941, -1.9688, -5.4529)
C (-1.9528, -3.4190, -2.9993)
C (-2.0581, -3.7923, -4.4651)
O (-0.8052, -4.1060, -5.0784)
O (-1.0556, -2.3241, -2.7919)
H (-2.9268, -3.1314, -2.6086)
H (-1.6020, -4.2830, -2.4257)
H (-2.4426, -2.9590, -5.0517)
H (-2.7534, -4.6329, -4.5534)
H (-0.4798, -4.9178, -4.6762)
H (-0.3199, -2.4849, -3.4024)
C (-2.2336, -1.1077, 7.6900)
C (-0.9686, -1.6774, 8.2918)
O (-0.6282, -2.9104, 7.6618)
O (-3.3065, -2.0257, 7.7968)
H (-2.5280, -0.1955, 8.2094)
H (-2.0558, -0.8607, 6.6330)
H (-1.1335, -1.9192, 9.3409)
H (-0.1481, -0.9560, 8.2203)
H (-0.3444, -2.7239, 6.7595)
H (-2.9320, -2.8982, 7.6237)

(5)
The following is a DFT calculation (wB97M-V/def2-TZVPD) of 5 unconnected molecules or ions with the total composition C23H48NO15Si.

Values from the calculation:
Net charge: -1
Kohn-Sham gap in eV: 6.14
E in eV: -64712.3617

Geometry (Å):
C (-1.0392, 1.7910, -2.4732)
Si (-0.4309, 1.5384, -4.3036)
C (-0.0965, -0.3360, -4.6086)
C (1.2806, 2.4356, -4.3855)
O (-1.6200, 2.2248, -5.3602)
C (-2.9135, 1.5561, -5.2185)
C (-4.1362, 2.6120, -5.1961)
C (-5.3736, 1.9266, -4.3920)
N (-5.4928, 0.4496, -4.6211)
C (-5.2931, 2.3155, -2.8264)
O (-4.5760, 1.6380, -1.9983)
O (-5.9944, 3.4340, -2.4438)
H (-1.4904, 2.8413, -2.4281)
H (-0.1378, 1.6640, -1.7769)
H (-1.8591, 1.0133, -2.2941)
H (-1.0614, -0.9219, -4.4422)
H (0.3782, -0.5231, -5.6416)
H (0.6904, -0.6589, -3.8273)
H (2.1524, 1.6810, -4.3238)
H (1.4400, 3.0189, -5.3563)
H (1.3508, 3.1286, -3.4709)
H (-2.9975, 0.9681, -4.2323)
H (-3.0175, 0.7799, -6.0569)
H (-3.8159, 3.5088, -4.5659)
H (-4.4972, 2.9129, -6.2387)
H (-6.3233, 2.4261, -4.8165)
H (-6.3264, 0.3257, -5.2252)
H (-5.7692, 0.0517, -3.7088)
C (-4.6798, 0.0275, 0.6873)
C (-5.4970, -1.1709, 1.1304)
O (-5.5525, -1.2604, 2.5645)
C (-6.4073, -0.4203, 3.1658)
O (-7.1246, 0.3798, 2.6192)
O (-6.3069, -0.6066, 4.4973)
C (-7.0981, 0.2960, 5.2657)
H (-3.6893, 0.0096, 1.1518)
H (-4.5632, 0.0359, -0.3981)
H (-5.1538, 0.9641, 0.9865)
H (-5.0156, -2.0870, 0.7794)
H (-6.5047, -1.1524, 0.7057)
H (-8.1417, 0.2830, 4.9441)
H (-6.6862, 1.3049, 5.1948)
H (-7.0542, -0.0245, 6.3081)
C (4.5700, -4.0772, -3.1994)
C (3.8672, -3.1442, -4.1674)
O (4.2472, -1.7829, -3.9333)
C (5.4491, -1.4257, -4.4117)
O (6.2162, -2.1371, -5.0158)
O (5.6644, -0.1421, -4.0773)
C (6.9547, 0.3402, -4.4443)
H (4.4019, -3.7573, -2.1675)
H (4.2072, -5.1004, -3.3181)
H (5.6504, -4.0755, -3.3606)
H (2.7883, -3.2009, -4.0063)
H (4.0531, -3.4253, -5.2078)
H (7.1558, 0.1715, -5.5045)
H (7.7189, -0.1363, -3.8266)
H (6.9784, 1.4144, -4.2572)
C (10.7036, 4.0259, -0.1754)
C (9.9899, 2.9291, 0.5919)
O (9.4337, 1.9553, -0.3003)
C (10.3072, 1.0730, -0.8109)
O (11.4914, 1.0279, -0.5803)
O (9.6372, 0.2620, -1.6478)
C (10.4690, -0.6694, -2.3370)
H (10.0396, 4.4643, -0.9254)
H (11.0426, 4.8123, 0.5022)
H (11.5726, 3.6354, -0.7096)
H (9.1526, 3.3599, 1.1454)
H (10.6488, 2.4520, 1.3227)
H (11.0843, -1.2443, -1.6419)
H (11.0952, -0.1432, -3.0607)
H (9.8223, -1.3619, -2.8777)
C (-5.0166, -2.4933, 7.6103)
C (-6.2347, -2.9165, 8.4088)
O (-5.8596, -3.3902, 9.7098)
C (-5.5631, -2.4387, 10.6084)
O (-5.5934, -1.2468, 10.4204)
O (-5.1993, -3.0456, 11.7525)
C (-4.7646, -2.1451, 12.7688)
H (-4.2810, -3.3015, 7.5740)
H (-5.2987, -2.2234, 6.5902)
H (-4.5211, -1.6338, 8.0675)
H (-6.7276, -3.7497, 7.9029)
H (-6.9672, -2.1083, 8.4883)
H (-5.5079, -1.3671, 12.9552)
H (-3.8064, -1.7024, 12.4886)
H (-4.6272, -2.7180, 13.6868)

Question: What is the net charge in the fifth record?
Answer: -1

Question: Among the records above, which one has the lowest E?
Answer: C23H48Br18N2O4STa